ORCA calculation (ωB97M-V/def2-TZVPD) on 8 unconnected molecules or ions with the total composition C40H79BCl4N8O13 at a distorted geometry.

```
! RIJCOSX wB97M-V def2-TZVPD def2/J DEFGRID3
* xyz 0 1
Cl -0.5638 -1.1439 -5.5518
Cl -6.0180 0.7567 -4.7441
Cl -3.4543 -2.5841 -5.0205
Cl 1.2658 -2.6543 -3.5696
O -3.1213 3.7428 0.3518
O -3.1885 0.9548 -5.9877
O 7.3650 -0.0411 1.5458
O -7.4588 1.1520 1.6374
O -4.6122 3.9343 -1.3151
O -13.5851 -0.4216 1.9240
O 9.6473 5.0513 1.4998
O 0.7501 -3.2354 2.2339
O -2.2225 -2.9599 -0.2168
O -6.5294 -1.3615 -0.1301
O -2.8093 0.7072 -0.0746
O 13.8433 2.1412 2.7130
O 4.8903 -1.1410 -2.0391
N 5.8165 -2.5354 -0.5533
N 14.0165 0.0523 3.5059
N -9.6875 1.3345 1.4768
N -0.3192 -5.0421 1.4456
N 11.3636 6.2419 2.3140
N -12.6281 -1.8622 3.3546
N 8.3527 1.6522 0.4550
N -1.5339 0.1928 -1.9060
C 14.0643 1.3991 3.6577
C -4.2432 3.9598 -0.0067
C 1.2763 -5.3167 3.2893
C -1.8806 2.3729 -4.4146
C -5.2789 -0.8051 -4.9411
C -4.6249 1.6526 -2.0327
C 8.4608 2.7456 -0.4977
C -1.8644 -2.1479 -2.5177
C -13.7143 -1.2825 2.7796
C 12.6400 6.4440 2.9703
C -3.1875 -0.0818 -3.6293
C -4.0500 -1.0440 -4.4797
C -8.4486 1.3178 0.9326
C -15.0757 -1.7484 3.2408
C 3.3754 -2.3757 -0.6541
C -5.3751 4.3067 0.9101
C -0.6678 -6.4451 1.3611
C -10.9698 1.5110 0.8112
C -3.8926 0.2953 -2.2485
C 5.8413 -3.5000 0.5271
C -1.7996 -0.6810 -3.0560
C -5.1647 -0.9373 -0.3204
C 0.5554 -4.4398 2.2889
C 6.0357 1.0874 -0.0962
C 14.3922 1.9341 5.0326
C 1.9399 -0.0428 -3.4308
C -4.9877 -0.7311 -1.8167
C 7.2927 0.8480 0.7051
C -12.5930 -2.8905 4.3767
C -1.2543 -2.4415 -1.1461
C 11.4059 3.8073 2.5552
C 0.7583 -0.9904 -3.1421
C -3.9058 2.9951 -2.1365
C -2.7399 0.4028 -1.2338
C 14.2414 -0.9745 4.5051
C -8.3402 1.5056 -0.5611
C -0.5074 -0.4898 -3.9050
C -6.1241 -1.7528 -5.7382
C 10.7248 5.0655 2.0774
C 4.7415 -1.9671 -1.1481
B -2.7896 1.0962 -4.6803
H 9.1580 1.4426 1.0226
H 1.8103 0.4820 -4.3764
H -11.4763 2.3905 1.2112
H -5.1126 5.1804 1.5033
H -15.8273 -1.1933 2.6891
H -5.6116 3.4449 1.5337
H -1.0687 2.2981 -5.1468
H 6.2226 0.9467 -1.1602
H -2.4151 3.2927 -4.6584
H -0.7446 -1.6051 -0.6768
H 6.3489 -4.4130 0.2096
H -4.9423 1.6078 -0.9868
H -0.4358 -6.8356 0.3685
H 1.9326 -4.6858 3.8804
H -4.5054 -1.7116 0.0765
H 11.5357 3.8299 3.6375
H 4.8320 -3.7521 0.8343
H 6.6983 -2.2126 -0.9191
H 13.3526 -1.5972 4.6161
H -5.9565 -0.3791 -2.1742
H 0.5643 -0.9582 -2.0772
H -10.8322 1.6420 -0.2565
H -6.6995 -1.2225 0.8087
H -4.0057 3.3932 -3.1463
H 5.6491 2.0934 0.0735
H 12.5190 7.0713 3.8557
H 0.5685 -5.8121 3.9547
H -5.0169 -0.0315 0.2647
H -11.6046 0.6439 0.9893
H 13.7914 -0.2393 2.5677
H 3.2577 -2.1387 0.4046
H -0.9347 0.9929 -2.0373
H -2.8981 -2.4843 -2.4973
H -8.8695 0.7099 -1.0855
H 1.8751 -6.0747 2.7827
H -1.3934 -2.7950 -3.2537
H 2.6261 -1.8334 -1.2177
H 3.2133 -3.4438 -0.8013
H 2.8893 -0.5742 -3.4150
H -4.8326 -1.7107 -2.2655
H 14.3890 3.0186 4.9853
H -3.4820 1.7973 -6.3517
H 13.3423 6.9366 2.2955
H -2.3401 -2.2903 0.4658
H -9.6873 1.2058 2.4762
H -5.5500 1.7289 -2.5920
H 7.5335 2.8700 -1.0466
H -7.1497 -1.3881 -5.7625
H -0.1184 -7.0221 2.0977
H 13.6504 1.6099 5.7631
H 9.2642 2.5317 -1.2061
H 5.2895 0.3667 0.2179
H -12.0683 -2.5292 5.2623
H -11.7500 -1.5143 3.0032
H -8.7479 2.4719 -0.8623
H 8.6971 3.6670 0.0332
H 6.3745 -3.0851 1.3838
H -15.2100 -1.5627 4.3068
H -0.7791 -4.4035 0.8074
H -1.7364 -6.5813 1.5363
H 13.0635 5.4917 3.2717
H 10.7755 2.9618 2.2970
H 15.3780 1.5990 5.3561
H -15.2087 -2.8130 3.0469
H -13.5995 -3.1749 4.6632
H 12.3745 3.6829 2.0845
H 1.9988 0.7001 -2.6297
H -0.5076 -3.2303 -1.2720
H -7.2914 1.4633 -0.8345
H -12.0728 -3.7757 4.0077
H -2.8438 2.9813 -1.9041
H -1.4182 2.4515 -3.4358
H 10.8640 7.0497 1.9780
H -6.1372 -2.7445 -5.2894
H -5.7756 -1.7976 -6.7721
H 14.4720 -0.5266 5.4653
H -0.3065 0.5667 -4.0598
H 15.0744 -1.6146 4.2106
H -6.2674 4.5501 0.3339
*
```

## Properties
HOMO energy, eV: -8.70
Kohn-Sham gap, eV: 9.16